[1]
A molecular structure, C27H19Cl5CoN4O3S. Source: the OMol25 dataset; level of theory: ωB97M-V/def2-TZVPD.

Energy relative to the best compared isomer or geometry (same formula, charge and spin), kcal per mole: 1.8
E, eV: -151479.5374
Gap between HOMO and LUMO (spin up / spin down), eV: 6.147 / 6.149
Total charge: +1
HOMO energy (spin up / spin down), eV: -10.47 / -10.47

Each line ends with the Löwdin charge.
CARTESIAN COORDINATES (ANGSTROEM)
Co (-0.858, -0.319, -0.599)  0.361
C (-2.271, -1.557, -3.059)  0.020
O (-1.098, -1.011, -2.418)  -0.224
C (0.060, -0.883, -3.182)  -0.209
C (0.245, -1.498, -4.409)  0.009
C (1.440, -1.284, -5.081)  -0.047
C (2.426, -0.475, -4.532)  -0.055
C (2.229, 0.125, -3.299)  0.003
C (1.040, -0.084, -2.629)  -0.175
N (0.720, 0.446, -1.334)  -0.025
N (1.648, 1.083, -0.763)  0.141
C (1.505, 1.552, 0.496)  -0.152
C (0.349, 1.366, 1.281)  -0.279
O (-0.720, 0.735, 0.892)  -0.109
C (0.314, 1.929, 2.610)  0.011
C (1.388, 2.578, 3.102)  0.005
C (2.604, 2.741, 2.353)  -0.175
C (3.708, 3.395, 2.921)  -0.023
C (4.869, 3.546, 2.200)  -0.062
C (4.934, 3.047, 0.894)  -0.059
C (3.859, 2.407, 0.322)  -0.023
C (2.669, 2.237, 1.046)  -0.112
H (-2.144, -2.630, -3.194)  0.119
H (-2.415, -1.050, -4.011)  0.120
H (-3.105, -1.358, -2.397)  0.077
H (-0.516, -2.133, -4.836)  0.118
H (1.598, -1.758, -6.038)  0.117
H (3.352, -0.312, -5.064)  0.114
H (2.985, 0.757, -2.855)  0.110
H (-0.600, 1.800, 3.172)  0.127
H (1.353, 2.996, 4.102)  0.127
H (3.631, 3.784, 3.928)  0.118
H (5.718, 4.053, 2.634)  0.111
H (5.843, 3.172, 0.321)  0.111
H (3.925, 2.040, -0.692)  0.100
Cl (-8.033, -0.348, -1.022)  0.701
C (-6.366, -0.589, -0.696)  -0.714
C (-5.438, 0.387, -1.041)  -0.700
Cl (-5.940, 1.835, -1.813)  0.716
C (-4.089, 0.186, -0.761)  -0.580
Cl (-2.914, 1.384, -1.209)  0.825
C (-3.617, -0.969, -0.130)  -0.470
O (-2.364, -1.174, 0.180)  -0.244
C (-4.576, -1.953, 0.188)  -0.600
Cl (-4.005, -3.400, 0.926)  0.739
C (-5.923, -1.766, -0.085)  -0.696
Cl (-7.053, -2.988, 0.327)  0.715
C (-1.016, -2.070, 2.904)  0.011
N (0.375, -1.669, 2.678)  -0.078
C (1.249, -1.230, 3.638)  -0.012
C (2.412, -0.909, 3.013)  -0.029
N (2.212, -1.162, 1.686)  0.111
C (0.970, -1.630, 1.478)  -0.641
S (0.285, -2.138, -0.013)  0.941
H (-1.094, -2.475, 3.910)  0.105
H (-1.287, -2.819, 2.167)  0.060
H (-1.664, -1.204, 2.782)  0.101
H (0.973, -1.183, 4.674)  0.140
H (3.340, -0.529, 3.395)  0.136
H (2.877, -1.025, 0.937)  0.171


[2]
A molecular structure, C22H41ClF4LiN2O7SSi2. Source: the OMol25 dataset; level of theory: ωB97M-V/def2-TZVPD.

E, eV: -90980.6826
Gap between HOMO and LUMO, eV: 4.284
Total charge: -1
HOMO energy, eV: -3.59

Each line ends with the Löwdin charge.
CARTESIAN COORDINATES (ANGSTROEM)
C (2.990, -0.901, -2.070)  -0.092
C (3.115, 0.574, -2.614)  -0.398
C (4.029, 0.637, -3.904)  -0.092
C (1.661, 0.994, -3.097)  -0.272
C (1.251, 2.466, -2.615)  -0.311
Si (-0.050, 3.135, -3.837)  0.543
O (-1.633, 3.265, -3.210)  -0.416
Si (-2.209, 1.798, -2.542)  0.594
N (-3.171, 0.859, -3.732)  0.027
C (-4.459, 0.457, -3.143)  -0.588
O (-5.428, 0.862, -3.613)  -0.053
F (-4.498, -0.400, -2.084)  0.105
C (-2.527, -0.347, -4.170)  -0.527
O (-3.078, -1.048, -4.930)  0.192
F (-1.277, -0.736, -3.752)  0.062
H (3.970, -1.436, -2.031)  0.071
H (2.540, -0.900, -1.041)  0.080
H (2.260, -1.466, -2.708)  0.081
H (3.418, 1.309, -1.835)  0.110
H (3.966, 1.674, -4.328)  0.077
H (5.105, 0.444, -3.677)  0.068
H (3.648, -0.083, -4.668)  0.083
H (1.547, 0.920, -4.203)  0.078
H (0.920, 0.311, -2.614)  0.075
H (0.879, 2.361, -1.565)  0.073
H (2.123, 3.163, -2.632)  0.068
H (-0.060, 2.253, -5.026)  -0.014
H (0.456, 4.439, -4.325)  -0.038
H (-1.148, 1.043, -1.875)  -0.005
H (-3.155, 2.208, -1.485)  0.013
O (-6.670, -2.899, 1.726)  -0.292
S (-7.993, -2.369, 1.529)  0.538
O (-9.121, -3.206, 1.368)  -0.300
O (-7.966, -1.319, 0.331)  -0.267
C (-7.443, -1.738, -0.950)  -0.324
C (-8.433, -2.598, -1.708)  -0.082
C (-8.331, -1.225, 2.832)  -0.134
H (-6.486, -2.255, -0.825)  0.106
H (-7.244, -0.812, -1.528)  -0.080
H (-8.586, -3.559, -1.209)  0.066
H (-8.071, -2.795, -2.718)  0.080
H (-9.403, -2.108, -1.767)  0.035
H (-7.488, -0.545, 2.931)  0.072
H (-8.466, -1.796, 3.757)  0.036
H (-9.243, -0.680, 2.597)  0.074
F (-9.779, -4.981, 2.675)  -0.750
C (-10.929, 1.598, -1.199)  -0.093
C (-11.142, 0.261, -1.796)  -0.285
N (-11.327, -0.767, -2.251)  0.130
H (-9.972, 1.625, -0.678)  0.053
H (-10.926, 2.356, -1.980)  0.073
H (-11.731, 1.815, -0.491)  0.065
Li (-9.299, -3.987, 4.367)  0.788
F (4.831, 2.163, 0.383)  0.057
C (5.934, 1.398, 0.318)  -0.293
C (5.992, 0.227, 1.052)  -0.020
C (7.130, -0.566, 0.981)  -0.081
C (8.200, -0.174, 0.185)  -0.100
C (8.130, 1.007, -0.544)  -0.087
C (6.989, 1.796, -0.482)  -0.021
H (5.152, -0.058, 1.673)  0.120
H (7.183, -1.489, 1.546)  0.107
H (9.089, -0.791, 0.133)  0.099
H (8.966, 1.314, -1.161)  0.103
H (6.914, 2.714, -1.051)  0.117
Cl (-7.499, 0.892, -2.596)  -0.100
C (7.657, -1.241, 7.444)  -0.082
C (7.993, -1.577, 6.001)  -0.284
O (7.148, -0.941, 5.058)  -0.166
C (7.149, 0.479, 5.068)  -0.278
C (8.512, 1.086, 4.788)  -0.077
H (6.619, -1.499, 7.665)  0.082
H (8.307, -1.796, 8.124)  0.076
H (7.783, -0.178, 7.656)  0.064
H (7.866, -2.651, 5.851)  0.117
H (9.043, -1.355, 5.782)  0.105
H (6.738, 0.849, 6.013)  0.106
H (6.456, 0.793, 4.286)  0.110
H (9.244, 0.819, 5.552)  0.064
H (8.442, 2.176, 4.760)  0.078
H (8.897, 0.736, 3.827)  0.077


[3]
A single C12H18ClN5O2 molecule. Source: the OMol25 dataset; level of theory: ωB97M-V/def2-TZVPD.

Structure (SMILES): CCOC(=O)CNc1nc(Cl)nc(N2CCCCC2)n1
E, eV: -36805.9354
Gap between HOMO and LUMO, eV: 9.538
HOMO energy, eV: -8.75

Each line ends with the Löwdin charge.
CARTESIAN COORDINATES (ANGSTROEM)
C (-7.106, 0.190, 0.704)  -0.065
C (-5.718, -0.400, 0.866)  -0.218
O (-4.815, 0.329, 0.025)  0.003
C (-3.647, -0.240, -0.246)  -0.480
O (-3.297, -1.318, 0.156)  0.117
C (-2.810, 0.639, -1.164)  -0.078
N (-1.498, 0.086, -1.350)  0.075
C (-0.388, 0.713, -0.923)  -0.389
N (-0.501, 2.003, -0.556)  0.100
C (0.638, 2.551, -0.203)  -0.839
Cl (0.561, 4.189, 0.283)  0.700
N (1.821, 1.999, -0.175)  0.109
C (1.838, 0.703, -0.562)  -0.347
N (3.011, 0.076, -0.575)  -0.065
C (3.106, -1.329, -0.908)  -0.151
C (4.186, -2.001, -0.054)  -0.179
C (4.196, -1.360, 1.331)  -0.195
C (4.660, 0.098, 1.230)  -0.162
C (4.224, 0.704, -0.114)  -0.148
N (0.748, 0.028, -0.942)  0.191
H (-7.802, -0.336, 1.351)  0.078
H (-7.097, 1.243, 0.970)  0.077
H (-7.438, 0.095, -0.327)  0.078
H (-5.371, -0.315, 1.901)  0.131
H (-5.691, -1.456, 0.579)  0.124
H (-2.702, 1.638, -0.735)  0.123
H (-3.333, 0.727, -2.125)  0.137
H (-1.428, -0.917, -1.446)  0.145
H (3.332, -1.441, -1.976)  0.126
H (2.127, -1.774, -0.722)  0.110
H (3.975, -3.068, 0.016)  0.110
H (5.169, -1.885, -0.514)  0.110
H (4.849, -1.916, 2.005)  0.107
H (3.184, -1.399, 1.738)  0.114
H (4.236, 0.673, 2.052)  0.108
H (5.747, 0.156, 1.307)  0.108
H (4.997, 0.541, -0.873)  0.125
H (4.038, 1.773, -0.022)  0.109


[4]
A single C15H22O2 molecule. Source: the OMol25 dataset; level of theory: ωB97M-V/def2-TZVPD.

Structure (SMILES): CCCCCCCCCC1=CC(=O)C=CC1=O
Energy relative to the best compared isomer or geometry (same formula, charge and spin), kcal per mole: 35.7
E, eV: -20005.8482
Gap between HOMO and LUMO, eV: 8.670
HOMO energy, eV: -10.19

Each line ends with the Löwdin charge.
CARTESIAN COORDINATES (ANGSTROEM)
C (4.285, -1.157, 0.720)  -0.104
C (3.268, -0.004, 0.723)  -0.256
C (2.476, 0.080, -0.589)  -0.230
C (2.038, 1.485, -0.946)  -0.210
C (1.162, 2.136, 0.145)  -0.191
C (-0.180, 2.654, -0.401)  -0.197
C (-1.266, 1.594, -0.263)  -0.219
C (-1.692, 1.337, 1.163)  -0.169
C (-2.726, 0.199, 1.363)  -0.129
C (-2.624, -0.920, 0.389)  -0.157
C (-3.213, -0.920, -0.811)  0.055
C (-3.083, -2.016, -1.790)  -0.366
O (-3.678, -1.992, -2.867)  0.093
C (-2.207, -3.137, -1.404)  0.021
C (-1.615, -3.178, -0.212)  0.029
C (-1.789, -2.086, 0.771)  -0.318
O (-1.235, -2.153, 1.866)  0.104
H (5.296, -0.783, 0.609)  0.066
H (4.242, -1.729, 1.639)  0.063
H (4.072, -1.841, -0.092)  0.062
H (2.595, -0.180, 1.555)  0.096
H (3.758, 0.940, 0.931)  0.103
H (1.611, -0.573, -0.486)  0.107
H (3.098, -0.348, -1.368)  0.102
H (2.924, 2.098, -1.088)  0.108
H (1.511, 1.444, -1.896)  0.103
H (0.980, 1.373, 0.889)  0.082
H (1.720, 2.943, 0.596)  0.107
H (-0.035, 2.819, -1.463)  0.099
H (-0.465, 3.605, 0.035)  0.107
H (-0.898, 0.699, -0.754)  0.109
H (-2.141, 1.898, -0.835)  0.116
H (-2.153, 2.240, 1.544)  0.115
H (-0.842, 1.124, 1.798)  0.105
H (-3.738, 0.580, 1.376)  0.119
H (-2.546, -0.221, 2.345)  0.109
H (-3.825, -0.087, -1.112)  0.130
H (-2.089, -3.915, -2.137)  0.119
H (-0.994, -4.012, 0.060)  0.118


[5]
A molecular structure, CH3ClO2S. Source: the OMol25 dataset; level of theory: ωB97M-V/def2-TZVPD.

Energy relative to the best compared isomer or geometry (same formula, charge and spin), kcal per mole: 47.1
E, eV: -28536.6354
Gap between HOMO and LUMO, eV: 9.493
HOMO energy, eV: -9.35

Each line ends with the Löwdin charge.
CARTESIAN COORDINATES (ANGSTROEM)
C (-0.028, 0.335, -0.076)  -0.530
O (1.220, -0.184, 0.074)  -0.020
O (-0.277, 1.581, 0.391)  -0.522
S (-0.156, 1.552, 2.033)  0.555
Cl (-2.120, 1.644, 2.566)  0.131
H (-0.608, -0.321, 0.616)  0.101
H (-0.372, 0.344, -1.219)  0.177
H (1.664, 0.517, -0.438)  0.108